Entry 1:
A 2-piece molecular cluster, C4H8O2 overall in a non-equilibrium geometry. Source: OMol25; level of theory: ωB97M-V/def2-TZVPD.

The geometry in XYZ format:
```
14
Properties=species:S:1:pos:R:3:lowdin_charge:R:1
O -0.70 -1.75 0.88 -0.07
C -0.97 -0.41 1.19 -0.33
C 0.24 0.43 0.97 0.03
C 0.97 -0.17 -0.99 -0.03
C 0.06 0.79 -1.61 -0.34
O -0.50 1.64 -0.95 -0.02
H -0.21 -1.70 0.05 0.05
H -1.24 -0.36 2.25 0.13
H -1.82 0.00 0.63 0.12
H 1.16 0.09 1.42 0.07
H 0.06 1.50 1.18 0.10
H 1.91 0.24 -0.66 0.07
H 1.21 -1.04 -1.66 0.09
H -0.17 0.74 -2.69 0.12
```

Kohn-Sham gap ... 9.65 eV
Energy above the lowest of the compared OMol25 structures with the same formula, charge and spin ... 101.6 kcal/mol
HOMO energy ... -9.6 eV
Electronic energy ... -8368.87655 eV
LUMO ... 0.022 eV

---

Entry 2:
C39H37N4O4PSY as an isolated structure in a non-equilibrium geometry. Source: OMol25; level of theory: ωB97M-V/def2-TZVPD.

The geometry in XYZ format:
```
87
Properties=species:S:1:pos:R:3:lowdin_charge:R:1
Y -1.02 -0.34 -0.95 1.32
O 0.08 3.87 -2.31 0.11
C -0.46 2.87 -1.89 -0.46
N -0.13 1.56 -2.18 0.02
C 0.61 1.37 -3.33 -0.44
O 0.68 2.02 -4.35 0.12
C 1.30 0.01 -3.38 -0.15
C 2.12 -0.34 -4.43 0.01
C 2.45 -1.67 -4.66 0.00
C 1.94 -2.60 -3.73 -0.05
C 1.13 -2.23 -2.72 -0.17
N 0.82 -0.93 -2.51 0.02
C -1.46 2.97 -0.74 -0.18
C -1.90 4.21 -0.34 0.03
C -2.70 4.30 0.81 0.00
C -3.03 3.14 1.47 -0.06
C -2.63 1.94 0.98 -0.14
N -1.82 1.83 -0.08 -0.01
H 2.46 0.35 -5.17 0.12
H 3.07 -1.93 -5.51 0.12
H 2.17 -3.67 -3.81 0.12
H 0.61 -2.96 -2.12 0.08
H -1.67 5.08 -0.90 0.12
H -3.01 5.30 1.18 0.13
H -3.55 3.09 2.43 0.12
H -2.80 1.08 1.61 0.08
O -1.50 -2.27 -2.08 -0.31
N -2.63 -2.68 -2.63 -0.18
C -2.62 -3.88 -3.30 0.02
C -3.75 -4.24 -3.99 -0.04
C -4.86 -3.41 -3.98 -0.05
C -4.84 -2.24 -3.29 -0.08
C -3.69 -1.82 -2.65 -0.61
S -3.56 -0.32 -1.78 0.67
H -1.71 -4.45 -3.24 0.13
H -3.73 -5.07 -4.67 0.11
H -5.80 -3.70 -4.46 0.13
H -5.61 -1.50 -3.28 0.10
C 0.68 -2.89 0.69 -0.06
C -0.70 -3.19 1.20 -0.28
O -1.53 -2.08 0.95 -0.30
C -2.90 -2.51 1.23 -0.23
C -3.90 -1.42 1.55 -0.09
H 1.30 -3.79 0.77 0.10
H 1.20 -2.12 1.28 0.06
H 0.61 -2.51 -0.35 0.02
H -0.70 -3.38 2.26 0.12
H -1.19 -4.04 0.65 0.14
H -2.89 -3.18 2.15 0.14
H -3.22 -3.14 0.38 0.13
H -3.57 -0.74 2.36 0.07
H -4.89 -1.77 1.89 0.10
H -4.08 -0.75 0.70 0.00
C 5.78 0.52 -0.43 -0.06
C 5.44 1.50 0.51 -0.04
C 4.13 1.56 1.01 -0.08
C 3.18 0.63 0.63 -0.35
C 3.55 -0.38 -0.26 -0.11
C 4.84 -0.45 -0.77 -0.07
P 1.38 0.73 1.10 1.08
C 1.25 0.00 2.75 -0.40
C 2.26 -0.09 3.73 -0.05
C 2.00 -0.66 4.99 -0.06
C 0.75 -1.16 5.28 -0.09
C -0.25 -1.05 4.35 -0.10
C -0.04 -0.47 3.12 -0.13
C 1.25 2.53 1.45 -0.39
C 1.57 3.46 0.50 -0.12
C 1.52 4.82 0.80 -0.06
C 1.15 5.25 2.06 -0.08
C 0.85 4.31 3.03 -0.07
C 0.82 2.95 2.72 -0.07
H 6.75 0.41 -0.81 0.10
H 6.16 2.23 0.78 0.10
H 3.88 2.32 1.69 0.09
H 2.77 -1.11 -0.50 0.08
H 5.14 -1.25 -1.41 0.10
H 3.27 0.22 3.52 0.10
H 2.77 -0.70 5.74 0.11
H 0.54 -1.52 6.31 0.12
H -1.29 -1.35 4.64 0.13
H -0.79 -0.31 2.35 0.07
H 1.95 3.13 -0.45 0.11
H 1.84 5.52 0.02 0.12
H 1.17 6.30 2.33 0.11
H 0.64 4.70 3.98 0.09
H 0.53 2.19 3.48 0.11
```

Kohn-Sham gap ... 8.38 eV
Total charge ... +1
Energy above the lowest of the compared OMol25 structures with the same formula, charge and spin ... 0.0 kcal/mol
HOMO energy ... -10.9 eV
Electronic energy ... -76359.09050 eV
LUMO ... -2.536 eV

---

Entry 3:
C10H31BBeBrCl6KN3O11S as an isolated structure in a non-equilibrium geometry. Source: OMol25; level of theory: ωB97M-V/def2-TZVPD.

The geometry in XYZ format:
```
66
Properties=species:S:1:pos:R:3:lowdin_charge:R:1
C 4.55 -0.62 1.05 -0.18
C 3.00 -0.20 0.87 -0.54
S 2.04 -1.69 0.34 0.70
C 0.23 -1.51 0.68 -0.59
B -0.16 -0.55 1.95 -0.97
Br -0.29 1.39 1.30 0.47
H 5.16 -0.28 0.14 0.07
H 4.96 -0.05 1.94 0.07
H 4.67 -1.74 1.24 0.03
H 2.69 0.24 1.86 0.06
H 2.96 0.57 0.04 0.07
H -0.16 -2.56 0.94 0.04
H -0.37 -1.14 -0.22 0.04
H -1.16 -0.87 2.50 0.00
H 0.78 -0.58 2.71 -0.02
C 3.12 -5.22 -0.91 0.01
N 4.59 -5.01 -0.95 -0.44
O 5.22 -5.62 -1.79 0.07
O 5.06 -4.23 -0.14 0.02
H 2.85 -5.93 -1.69 0.10
H 2.88 -5.61 0.07 0.02
H 2.64 -4.26 -1.08 0.07
C 1.88 -5.02 3.21 -1.93
Cl 0.70 -3.90 3.94 0.65
Cl 3.13 -4.09 2.38 0.61
Cl 2.62 -5.99 4.52 0.52
Cl 1.06 -6.09 2.07 0.62
Be 1.33 -4.32 6.46 0.56
Cl -0.70 -5.47 7.27 -0.24
C -3.68 3.99 -2.98 -0.04
C -3.14 3.51 -1.64 -0.29
C -2.76 4.63 -0.67 -0.15
O -1.55 5.26 -1.08 -0.19
C -1.73 6.38 -1.95 -0.10
N -1.89 2.72 -1.91 0.24
H -2.90 4.41 -3.62 0.05
H -4.15 3.17 -3.52 0.07
H -4.45 4.76 -2.83 0.10
H -3.86 2.82 -1.18 0.13
H -2.56 4.19 0.31 0.13
H -3.58 5.34 -0.53 0.14
H -2.70 6.87 -1.81 0.09
H -1.62 6.05 -2.98 0.07
H -0.94 7.10 -1.75 0.09
H -1.97 2.06 -2.68 0.14
H -1.60 2.22 -1.06 0.08
H -1.12 3.38 -2.11 0.16
O -4.54 2.63 1.00 -0.41
Cl -5.18 1.32 0.99 0.63
O -4.16 0.29 0.99 -0.38
O -5.99 1.19 -0.21 -0.40
O -6.01 1.17 2.16 -0.36
O 2.83 -2.26 7.56 -0.47
H 3.43 -1.79 8.14 -0.12
C -2.53 3.14 -6.84 -0.08
N -2.32 2.31 -5.62 -0.43
O -3.17 1.49 -5.36 0.12
O -1.30 2.52 -4.99 0.09
H -3.47 2.85 -7.30 0.00
H -2.57 4.19 -6.52 0.10
H -1.70 2.96 -7.51 0.11
O 5.30 -6.29 6.59 0.33
H 4.50 -6.34 6.02 0.10
H 5.45 -5.37 6.91 0.21
H 6.09 -6.64 6.13 0.21
K -3.73 4.08 -8.84 1.09
```

Kohn-Sham gap ... 3.53 eV
Total charge ... +1
HOMO energy ... -8.3 eV
Electronic energy ... -211250.68243 eV
LUMO ... -4.768 eV

---

Entry 4:
C28H28BaCl2N8O3S as an isolated structure in a non-equilibrium geometry. Source: OMol25; level of theory: ωB97M-V/def2-TZVPD.

The geometry in XYZ format:
```
71
Properties=species:S:1:pos:R:3:lowdin_charge:R:1
Ba -0.40 -0.53 0.53 1.87
Cl -5.34 4.86 0.19 0.65
C -3.96 3.93 0.67 -0.69
C -3.82 2.63 0.21 -0.04
C -2.72 1.85 0.55 -0.24
N -2.66 0.50 0.18 -0.11
C -3.13 0.08 -0.98 -0.56
O -3.55 0.73 -1.95 -0.02
C -3.10 -1.44 -1.18 -0.23
C -3.97 -1.98 -2.12 0.00
C -3.96 -3.34 -2.36 -0.05
C -3.05 -4.13 -1.67 -0.06
C -2.22 -3.52 -0.75 -0.15
N -2.25 -2.21 -0.50 -0.06
C -1.72 2.40 1.40 -0.25
C -1.90 3.70 1.88 -0.06
C -3.00 4.46 1.51 -0.70
Cl -3.13 6.09 2.11 0.65
N -0.66 1.61 1.86 -0.10
C 0.53 2.15 2.09 -0.55
O 0.94 3.31 1.88 -0.02
C 1.55 1.21 2.72 -0.20
C 2.51 1.80 3.55 0.00
C 3.44 1.01 4.19 -0.05
C 3.41 -0.36 3.97 -0.06
C 2.45 -0.86 3.11 -0.16
N 1.54 -0.10 2.50 -0.03
H -4.58 2.22 -0.45 0.11
H -4.63 -1.31 -2.65 0.12
H -4.63 -3.78 -3.08 0.11
H -2.99 -5.20 -1.83 0.10
H -1.49 -4.09 -0.20 0.10
H -1.16 4.13 2.53 0.11
H 2.49 2.88 3.66 0.12
H 4.18 1.45 4.85 0.11
H 4.11 -1.03 4.45 0.10
H 2.40 -1.93 2.90 0.09
C 3.78 0.50 -0.04 -0.14
O 3.40 -0.85 -0.23 -0.14
H 4.53 0.73 -0.79 0.08
H 4.21 0.67 0.95 0.07
H 2.93 1.18 -0.18 0.06
H 2.74 -1.08 0.42 -0.01
C 3.36 -5.37 2.30 -0.08
C 3.02 -5.08 0.84 -0.21
C 2.03 -4.03 0.72 -0.20
N 1.25 -3.19 0.65 0.14
H 4.09 -6.18 2.36 0.08
H 2.48 -5.67 2.86 0.08
H 3.79 -4.49 2.78 0.07
H 2.62 -5.97 0.35 0.12
H 3.90 -4.77 0.28 0.13
S -0.73 -1.90 -4.74 1.02
C 0.48 -2.93 -4.10 -0.40
C 0.87 -2.48 -2.88 -0.26
N 0.19 -1.39 -2.42 -0.07
C -0.70 -1.00 -3.28 -0.49
H 0.87 -3.77 -4.65 0.06
H 1.64 -2.91 -2.26 0.09
H -1.37 -0.17 -3.12 0.07
C -1.11 3.84 -2.92 -0.02
N -0.36 3.64 -1.69 -0.17
C -0.03 4.79 -0.87 -0.01
C 0.03 2.44 -1.36 -0.26
N 0.34 1.37 -1.06 0.02
H -1.93 4.52 -2.73 0.10
H -1.53 2.89 -3.25 0.09
H -0.47 4.25 -3.71 0.09
H -0.94 5.32 -0.60 0.09
H 0.63 5.47 -1.43 0.09
H 0.47 4.46 0.04 0.07
```

Kohn-Sham gap ... 6.69 eV
Energy above the lowest of the compared OMol25 structures with the same formula, charge and spin ... 6.1 kcal/mol
HOMO energy ... -6.8 eV
Electronic energy ... -84130.17604 eV
LUMO ... -0.070 eV

---

Entry 5:
C5H8IP in the gas phase in a non-equilibrium geometry. Source: OMol25; level of theory: ωB97M-V/def2-TZVPD.

The geometry in XYZ format:
```
15
Properties=species:S:1:pos:R:3:lowdin_charge:R:1
C -0.75 -0.11 -0.07 -0.63
C 0.67 0.04 0.40 -0.37
C -1.18 0.46 -1.37 -0.43
C 1.16 1.24 0.59 0.00
C 1.51 -1.22 0.69 -0.05
P -2.12 1.07 0.14 0.57
I -4.11 -0.44 -0.10 0.28
H -1.17 -1.10 0.14 0.07
H -0.62 1.30 -1.92 0.10
H -1.47 -0.28 -2.18 0.09
H 2.21 1.45 0.87 0.08
H 0.44 2.13 0.44 0.07
H 1.88 -1.24 1.74 0.08
H 2.49 -1.19 0.15 0.09
H 1.07 -2.13 0.49 0.03
```

Kohn-Sham gap ... 8.92 eV
Energy above the lowest of the compared OMol25 structures with the same formula, charge and spin ... 18.5 kcal/mol
HOMO energy ... -9.1 eV
SMILES ... C=C(C)[C@@H]1CP1I
Electronic energy ... -22702.69719 eV
LUMO ... -0.133 eV

---

Q: Which value of Kohn-Sham gap does entry 3 give?
A: 3.53 eV

---

Q: The lowest HOMO energy belongs to which entry?
A: C39H37N4O4PSY

---

Q: The highest electronic energy belongs to which entry?
A: C4H8O2